<P>
{
  "formula": "C3H9NS",
  "method": "ωB97M-V/def2-TZVPD",
  "symbols": ["C", "N", "H", "H", "H", "C", "S", "C", "H", "H", "H", "H", "H", "H"],
  "coordinates": [[-2.94, -0.76, -0.92], [-2.52, -0.82, 0.27], [-3.61, 0.05, -1.19], [-2.60, -1.50, -1.65], [-1.95, -1.64, 0.46], [2.44, -0.17, 1.08], [1.30, -0.50, -0.29], [0.61, 1.22, -0.46], [1.95, -0.12, 2.07], [2.98, 0.78, 0.95], [3.14, -1.00, 1.17], [0.92, 1.90, 0.36], [0.69, 1.66, -1.46], [-0.42, 0.89, -0.39]],
  "lowdin_charge": [-0.144, 0.011, 0.059, 0.062, 0.028, -0.469, 0.697, -0.390, 0.037, 0.039, 0.019, 0.051, 0.030, -0.031],
  "lumo_ev": 0.94,
  "smiles": "C=N.CSC"
}

---

<Q>
{
  "formula": "C3H9NS",
  "method": "ωB97M-V/def2-TZVPD",
  "symbols": ["C", "N", "H", "H", "H", "H", "C", "C", "S", "H", "H", "H", "H", "H"],
  "coordinates": [[-4.14, 1.09, -0.52], [-4.23, 0.09, -1.27], [-3.48, 1.18, 0.34], [-4.71, 1.98, -0.87], [0.26, 0.35, 0.48], [-3.50, -0.62, -1.16], [2.50, -1.28, 0.10], [2.57, 0.19, 0.56], [1.20, 1.29, 0.07], [1.61, -1.70, 0.56], [2.71, -1.52, -0.94], [3.20, -1.83, 0.74], [2.53, 0.07, 1.65], [3.48, 0.70, 0.26]],
  "lowdin_charge": [-0.158, 0.006, 0.058, 0.063, -0.124, 0.034, -0.171, -0.651, 0.638, 0.060, 0.068, 0.065, 0.058, 0.056],
  "lumo_ev": 0.75,
  "smiles": "C=N.CCS"
}

---

Relative energy table, unit eV: <P> 0.000; <Q> 0.090